C2H5F2NO | the ωB97M-V functional and the def2-TZVPD basis

Structure (XYZ):
```
11
Properties=species:S:1:pos:R:3:forces:R:3
C -0.52370 -0.95378 0.43927 -7.1 -3.1 -1.5
C 1.01818 0.24200 0.54853 2.3 5.9 1.0
N 1.50129 0.89493 -0.56921 1.4 -1.6 1.2
O -1.58665 -0.17162 -0.08920 2.0 -0.6 -0.5
F 0.43684 1.07411 1.59922 1.3 -1.1 -1.4
F 1.90255 -0.59246 1.09281 -0.7 0.1 -0.3
H -0.62160 -1.27667 1.42978 0.0 0.0 1.6
H -0.43462 -1.72629 -0.28278 0.8 -0.7 -0.6
H 1.32403 1.85999 -0.70354 -0.8 0.9 0.1
H 2.50870 0.73672 -0.53812 0.4 0.2 -0.7
H -2.11079 0.43194 0.43585 0.5 0.1 1.0
```
Forces are in eV/Å.

For the energy, the calculation gives -11120.7154 eV. As for the net charge: 0. The spin multiplicity is 3. As for the LUMO energy (alpha / beta): 1.04 / -1.96 eV.